1.
Entry from the OMol25 dataset: a cluster of 4 separate species, C54H65F20N2O12P in total at a distorted geometry (ωB97M-V/def2-TZVPD).

Atoms and positions in Å:
C (-9.965, -4.427, 3.746)
P (-10.555, -3.557, 2.186)
O (-11.551, -4.657, 1.358)
C (-9.026, -3.421, 1.121)
C (-9.044, -4.023, -0.217)
C (-7.842, -3.951, -1.036)
C (-6.680, -3.285, -0.503)
C (-6.691, -2.655, 0.814)
C (-7.863, -2.713, 1.656)
C (-7.777, -2.053, 3.059)
C (-6.808, -2.981, 3.938)
C (-5.703, -2.189, 4.674)
F (-4.405, -2.682, 4.694)
C (-5.944, -1.028, 5.334)
F (-5.073, 0.002, 5.206)
F (-7.027, -0.857, 6.119)
C (-5.357, -1.959, 1.221)
O (-5.334, -0.901, 1.795)
C (-4.079, -2.720, 0.789)
C (-2.907, -2.866, 1.608)
C (-1.748, -3.616, 1.140)
C (-0.571, -3.694, 2.167)
C (-0.708, -4.682, 3.190)
C (0.313, -4.796, 4.219)
C (1.404, -3.858, 4.013)
C (1.370, -2.969, 2.894)
N (0.423, -2.795, 1.930)
C (-1.687, -4.246, -0.172)
C (-0.431, -5.019, -0.641)
C (0.777, -4.073, -1.064)
C (0.749, -3.623, -2.553)
F (0.110, -4.564, -3.363)
F (2.068, -3.631, -2.999)
C (0.053, -2.250, -2.865)
F (-1.310, -2.354, -2.874)
F (0.415, -1.930, -4.168)
C (0.444, -1.067, -1.881)
F (1.791, -1.189, -1.654)
F (-0.341, -1.207, -0.765)
C (0.191, 0.372, -2.467)
F (1.275, 0.669, -3.265)
F (-0.882, 0.375, -3.338)
C (-0.128, 1.507, -1.417)
F (-1.412, 1.373, -0.970)
F (-0.163, 2.673, -2.178)
C (0.941, 1.783, -0.302)
F (0.837, 3.126, 0.012)
F (2.219, 1.648, -0.804)
C (0.887, 0.966, 1.031)
F (1.631, -0.194, 1.002)
F (-0.347, 0.618, 1.483)
C (1.548, 1.817, 2.223)
F (0.686, 2.692, 2.779)
F (1.811, 0.887, 3.212)
F (2.744, 2.348, 1.897)
C (-2.903, -4.118, -0.992)
C (-3.051, -4.767, -2.411)
C (-4.145, -5.915, -2.408)
N (-4.791, -6.171, -3.475)
C (-4.063, -3.367, -0.522)
C (-5.371, -3.222, -1.353)
O (-5.416, -3.044, -2.541)
H (-9.745, -3.680, 4.542)
H (-10.788, -5.107, 4.088)
H (-9.026, -5.005, 3.519)
H (-11.307, -5.536, 1.707)
H (-9.951, -4.545, -0.591)
H (-7.771, -4.382, -2.059)
H (-8.773, -2.037, 3.572)
H (-7.301, -1.047, 3.043)
H (-7.436, -3.552, 4.664)
H (-6.277, -3.739, 3.299)
H (-2.895, -2.378, 2.609)
H (-1.588, -5.356, 3.203)
H (0.250, -5.542, 5.033)
H (2.259, -3.834, 4.720)
H (2.262, -2.300, 2.779)
H (-0.659, -5.801, -1.398)
H (-0.047, -5.571, 0.262)
H (1.686, -4.730, -0.962)
H (0.941, -3.247, -0.329)
H (-2.089, -5.272, -2.658)
H (-3.316, -3.961, -3.132)
H (-4.256, -6.478, -1.449)
H (-4.449, -5.484, -4.166)
C (-1.325, -0.102, 6.420)
O (-1.693, -0.051, 7.784)
C (-3.102, 0.025, 7.955)
C (-3.499, -0.469, 9.336)
O (-3.537, -1.891, 9.433)
C (-2.275, -2.548, 9.493)
C (-1.583, -2.394, 10.837)
O (-0.936, -1.132, 10.920)
C (-0.666, -0.757, 12.255)
H (-1.667, 0.794, 5.892)
H (-0.238, -0.155, 6.364)
H (-1.739, -1.000, 5.946)
H (-3.613, -0.575, 7.194)
H (-3.395, 1.076, 7.841)
H (-4.523, -0.139, 9.525)
H (-2.871, -0.035, 10.116)
H (-1.629, -2.243, 8.669)
H (-2.497, -3.609, 9.351)
H (-0.816, -3.171, 10.949)
H (-2.321, -2.495, 11.642)
H (-1.599, -0.661, 12.820)
H (-0.169, 0.212, 12.241)
H (-0.009, -1.489, 12.736)
C (4.893, 3.052, -4.984)
O (4.619, 3.937, -3.918)
C (4.659, 3.288, -2.653)
C (4.914, 4.297, -1.548)
O (6.287, 4.665, -1.431)
C (6.787, 5.544, -2.435)
C (6.305, 6.975, -2.274)
O (4.991, 7.118, -2.797)
C (4.338, 8.266, -2.295)
H (4.156, 2.242, -5.016)
H (4.841, 3.616, -5.913)
H (5.904, 2.639, -4.886)
H (5.444, 2.523, -2.638)
H (3.686, 2.807, -2.496)
H (4.663, 3.820, -0.597)
H (4.275, 5.176, -1.647)
H (6.582, 5.159, -3.436)
H (7.872, 5.539, -2.305)
H (6.963, 7.652, -2.835)
H (6.323, 7.250, -1.213)
H (4.229, 8.197, -1.207)
H (3.345, 8.312, -2.739)
H (4.892, 9.172, -2.561)
C (9.990, 3.204, -9.930)
O (9.364, 4.316, -9.325)
C (9.667, 5.533, -9.994)
C (8.603, 6.579, -9.705)
O (7.425, 6.411, -10.489)
C (6.565, 5.342, -10.105)
C (5.779, 5.632, -8.838)
O (6.586, 5.403, -7.690)
C (6.080, 6.059, -6.544)
H (11.079, 3.317, -9.917)
H (9.718, 2.313, -9.366)
H (9.637, 3.081, -10.961)
H (9.733, 5.370, -11.076)
H (10.638, 5.884, -9.623)
H (9.006, 7.552, -9.995)
H (8.367, 6.632, -8.641)
H (7.110, 4.399, -10.035)
H (5.850, 5.239, -10.925)
H (4.914, 4.960, -8.778)
H (5.429, 6.672, -8.854)
H (6.068, 7.142, -6.699)
H (6.741, 5.837, -5.707)
H (5.074, 5.700, -6.309)

The HOMO-LUMO gap comes out at 7.6 eV. As for the HOMO energy: -8.55 eV. The SMILES is [H]/N=C\Cc1c(CCC(F)(F)C(F)(F)C(F)(F)C(F)(F)C(F)(F)C(F)(F)C(F)(F)C(F)(F)F)c(-c2ccccn2)cc2c1C(=O)c1ccc(P(C)O)c(CCC(F)=C(F)F)c1C2=O.COCCOCCOC.COCCOCCOC.COCCOCCOC. As for the largest force on an atom: 3.9 eV/Å.

Löwdin atomic charge list, values in e, 8 entries: -0.2831, 0.8860, -0.3440, -0.2920, -0.0436, 0.0072, -0.0566, -0.0256


2.
Entry from the OMol25 dataset: the ion C7H9N2O with charge +1 at a distorted geometry (ωB97M-V/def2-TZVPD).

Atoms and positions in Å:
C (-1.417, 2.233, 0.477)
C (-0.184, 2.936, 0.226)
C (-1.519, 0.927, 0.538)
C (1.633, 1.286, 0.301)
C (3.175, -0.491, -0.114)
C (-1.583, -0.354, 0.610)
C (-1.953, -1.461, -0.336)
N (3.004, -0.849, 1.074)
N (2.272, 0.529, -0.577)
O (0.911, 2.269, -0.017)
H (-2.303, 2.986, 0.611)
H (-0.167, 4.036, -0.121)
H (3.859, -0.959, -0.746)
H (-1.127, -0.722, 1.540)
H (-2.622, -2.042, 0.259)
H (-0.851, -1.913, -0.447)
H (-2.436, -1.084, -1.190)
H (3.506, -1.626, 1.566)
H (2.033, 0.647, -1.655)

The HOMO-LUMO gap (alpha / beta) comes out at 7.2 / 7.1 eV. As for the HOMO energy (alpha / beta): -12.64 / -12.63 eV. The total charge is +1. As for the largest force on an atom: 4.2 eV/Å.

Löwdin atomic charge list, values in e, 8 entries: -0.0487, 0.0083, 0.0205, -0.0634, -0.2289, -0.1230, -0.0339, 0.1267


3.
Entry from the OMol25 dataset: a structure of composition C38H42Cl3N4O2SbSe5Ti at a distorted geometry (ωB97M-V/def2-TZVPD).

Atoms and positions in Å:
Ti (-0.191, -1.983, -1.785)
Cl (-6.791, -0.197, 0.159)
C (-5.343, -0.864, -0.550)
C (-4.128, -0.609, 0.055)
C (-2.997, -1.147, -0.530)
Cl (-1.439, -1.021, 0.225)
C (-3.025, -1.914, -1.703)
O (-1.924, -2.374, -2.227)
C (-4.297, -2.184, -2.257)
Cl (-4.382, -3.216, -3.621)
C (-5.439, -1.652, -1.685)
H (-4.063, -0.021, 0.960)
H (-6.399, -1.863, -2.134)
Se (1.477, -1.776, -6.396)
Sb (-0.302, -1.962, -4.725)
Se (-0.292, -0.029, -3.217)
Se (-0.053, -4.296, -4.035)
Se (-2.258, -1.896, -6.172)
C (4.279, -1.785, 2.653)
C (2.802, -1.993, 2.661)
C (1.922, -2.434, 3.625)
C (0.652, -2.422, 3.006)
N (0.756, -2.006, 1.755)
N (2.053, -1.742, 1.570)
C (-0.670, -2.800, 3.588)
H (4.717, -2.136, 3.585)
H (4.526, -0.728, 2.531)
H (4.734, -2.333, 1.825)
H (2.146, -2.725, 4.639)
H (2.355, -1.487, 0.637)
H (-0.542, -3.168, 4.606)
H (-1.134, -3.584, 2.989)
H (-1.350, -1.946, 3.607)
C (-2.602, -6.186, 1.175)
C (-2.908, -5.578, -0.056)
C (-1.971, -4.824, -0.713)
C (-0.660, -4.645, -0.202)
C (0.331, -3.851, -0.892)
C (1.637, -4.107, -0.509)
C (1.992, -4.914, 0.590)
C (1.026, -5.469, 1.378)
C (-0.324, -5.384, 0.972)
C (-1.330, -6.095, 1.669)
H (-3.353, -6.769, 1.697)
H (-3.884, -5.728, -0.502)
H (-2.205, -4.442, -1.696)
H (2.468, -3.689, -1.069)
H (3.042, -5.053, 0.831)
H (1.277, -6.032, 2.271)
H (-1.052, -6.615, 2.581)
C (3.418, 3.735, -2.019)
C (4.177, 2.844, -1.035)
C (3.316, 1.736, -0.424)
C (2.373, 2.179, 0.695)
N (1.388, 3.182, 0.343)
C (0.229, 2.921, -0.356)
Se (-0.079, 1.525, -1.453)
N (-0.503, 4.094, -0.375)
C (-1.839, 4.168, -0.928)
C (-2.846, 3.346, -0.126)
C (-3.066, 3.850, 1.299)
C (-3.917, 5.117, 1.365)
C (0.185, 5.077, 0.308)
C (-0.117, 6.402, 0.568)
C (0.831, 7.156, 1.254)
C (2.027, 6.595, 1.679)
C (2.320, 5.253, 1.448)
C (1.388, 4.503, 0.753)
H (4.111, 4.341, -2.607)
H (2.737, 4.419, -1.513)
H (2.844, 3.126, -2.720)
H (4.611, 3.456, -0.234)
H (5.000, 2.364, -1.571)
H (3.960, 0.967, 0.018)
H (2.750, 1.246, -1.214)
H (2.962, 2.587, 1.521)
H (1.840, 1.301, 1.073)
H (-1.811, 3.796, -1.955)
H (-2.132, 5.219, -0.978)
H (-2.492, 2.315, -0.085)
H (-3.793, 3.322, -0.673)
H (-2.102, 4.032, 1.786)
H (-3.567, 3.062, 1.868)
H (-3.423, 5.953, 0.866)
H (-4.097, 5.403, 2.403)
H (-4.881, 4.947, 0.881)
H (-1.053, 6.838, 0.244)
H (0.631, 8.201, 1.453)
H (2.753, 7.210, 2.195)
H (3.248, 4.819, 1.797)
C (2.890, -1.957, -3.129)
C (1.685, -1.804, -2.290)
O (1.643, -1.206, -1.188)
H (3.811, -1.818, -2.552)
H (2.849, -1.217, -3.937)
H (2.855, -2.930, -3.621)

The HOMO-LUMO gap comes out at 4.1 eV. As for the HOMO energy: -0.62 eV. The total charge is -2. As for the largest force on an atom: 4.4 eV/Å.

Löwdin atomic charge list, values in e, 8 entries: 0.3533, 0.6113, -0.6804, -0.1338, -0.4990, 0.8371, -0.4371, -0.4103